Entry from OMol25: a cluster of 11 separate species, C34H52BN2O32 in total at a distorted geometry (ωB97M-V with the def2-TZVPD basis set).

Summary:
HOMO ... -12.0 eV
Lowest unoccupied orbital energy ... -3.10 eV
HOMO-LUMO gap ... 8.877 eV
Net charge ... +1

```
121
C34H52BN2O32, DFT ωB97M-V with the def2-TZVPD basis set
N 1.71 4.67 1.07
B 2.55 3.38 1.21
O 3.27 2.93 -0.01
N 2.62 2.63 2.53
C 3.91 1.86 2.75
C 3.74 0.23 2.85
O 2.80 -0.36 1.88
C 1.55 0.41 1.77
C 1.44 1.71 2.76
H 1.53 5.11 2.00
H 0.81 4.39 0.59
H 2.67 3.01 -0.82
H 2.58 3.36 3.29
H 4.75 2.07 1.96
H 4.35 2.21 3.80
H 4.81 -0.23 2.61
H 3.52 -0.08 3.98
H 0.68 -0.34 2.06
H 1.37 0.66 0.62
H 1.41 1.41 3.89
H 0.42 2.30 2.56
C -2.85 5.90 -1.70
C -1.38 5.76 -1.92
O -0.95 5.06 -0.77
C -2.04 4.38 -0.29
O -1.99 3.54 0.59
O -3.18 4.77 -0.93
H -3.41 5.90 -2.64
H -3.11 6.80 -1.14
H -1.14 5.17 -2.80
H -0.88 6.73 -1.99
C -7.17 2.25 -2.12
C -7.37 3.57 -1.45
O -6.30 4.35 -1.94
C -5.91 3.80 -3.12
O -5.12 4.31 -3.90
O -6.53 2.60 -3.33
H -8.12 1.74 -2.32
H -6.52 1.59 -1.55
H -8.32 4.05 -1.74
H -7.34 3.50 -0.36
C -1.82 0.77 -1.95
C -1.03 -0.09 -2.88
O 0.02 0.76 -3.31
C 0.17 1.71 -2.35
O 1.10 2.51 -2.30
O -0.84 1.66 -1.43
H -2.28 0.20 -1.15
H -2.59 1.36 -2.47
H -0.60 -0.96 -2.38
H -1.63 -0.43 -3.74
C 2.88 -1.95 -1.09
C 2.91 -3.40 -1.45
O 1.88 -3.94 -0.64
C 1.02 -2.93 -0.35
O -0.06 -3.07 0.19
O 1.54 -1.72 -0.73
H 3.17 -1.31 -1.93
H 3.53 -1.72 -0.24
H 2.66 -3.57 -2.50
H 3.87 -3.87 -1.23
C -3.96 11.27 -1.59
C -4.17 9.89 -1.05
O -3.29 9.10 -1.83
C -2.32 9.93 -2.30
O -1.30 9.56 -2.86
O -2.62 11.24 -2.05
H -4.09 12.04 -0.82
H -4.62 11.50 -2.43
H -3.88 9.80 0.00
H -5.20 9.55 -1.17
C -4.56 -1.75 -1.51
C -5.74 -2.41 -0.88
O -6.05 -1.55 0.20
C -5.56 -0.32 -0.11
O -5.79 0.70 0.51
O -4.76 -0.38 -1.22
H -4.52 -1.91 -2.59
H -3.61 -2.07 -1.07
H -6.60 -2.46 -1.55
H -5.51 -3.42 -0.52
C 0.71 -6.84 1.11
C 2.18 -6.99 0.89
O 2.61 -7.69 2.04
C 1.53 -8.37 2.52
O 1.57 -9.21 3.40
O 0.38 -7.98 1.88
H 0.15 -6.84 0.16
H 0.45 -5.94 1.67
H 2.42 -7.58 0.00
H 2.69 -6.02 0.82
C 1.49 -11.08 0.63
C 1.31 -12.30 -0.20
O 0.49 -11.85 -1.27
C 0.67 -10.51 -1.37
O 0.25 -9.82 -2.28
O 1.39 -10.02 -0.31
H 2.46 -11.05 1.13
H 0.70 -10.96 1.38
H 2.25 -12.67 -0.62
H 0.82 -13.11 0.35
C 3.56 8.46 -0.48
C 2.38 7.80 0.15
O 2.07 8.66 1.23
C 2.56 9.89 0.92
O 2.33 10.91 1.54
O 3.36 9.83 -0.19
H 3.60 8.30 -1.56
H 4.51 8.14 -0.04
H 1.52 7.75 -0.52
H 2.61 6.79 0.51
C 5.22 -8.63 3.76
C 5.01 -10.01 4.29
O 5.89 -10.80 3.51
C 6.87 -9.97 3.05
O 7.88 -10.35 2.48
O 6.56 -8.67 3.30
H 5.09 -7.86 4.52
H 4.57 -8.41 2.91
H 5.30 -10.10 5.35
H 3.98 -10.35 4.18
```

---

Entry from OMol25: a structure of composition C34H52BiNO5Si at a distorted geometry (ωB97M-V with the def2-TZVPD basis set).

Summary:
HOMO ... -7.2 eV
Lowest unoccupied orbital energy ... -0.25 eV
HOMO-LUMO gap ... 6.985 eV

```
94
C34H52BiNO5Si, DFT ωB97M-V with the def2-TZVPD basis set
C -1.64 0.52 -1.73
C -1.18 0.18 -3.04
C -1.36 -1.21 -3.23
H -0.81 0.88 -3.78
C -1.94 -1.77 -2.07
C -2.15 -0.71 -1.13
H -2.23 -2.81 -1.94
C 1.73 1.63 -0.51
C 1.66 1.85 -1.93
C 2.50 0.92 -2.56
H 1.10 2.65 -2.41
C 3.09 0.07 -1.59
C 2.66 0.52 -0.30
H -1.14 -1.76 -4.14
H -2.72 -0.75 -0.20
H -1.77 1.52 -1.33
H 3.08 0.21 0.66
H 2.72 0.88 -3.63
H 1.35 2.28 0.27
Bi 0.29 -0.47 -0.30
C 4.13 -1.01 -1.83
C 5.43 -0.54 -1.15
C 4.38 -1.21 -3.32
H 5.73 0.43 -1.54
H 6.23 -1.26 -1.35
H 5.30 -0.46 -0.07
H 4.76 -0.28 -3.77
H 3.46 -1.51 -3.85
H 5.13 -1.99 -3.47
C 3.73 -2.37 -1.19
C 2.55 -3.08 -1.82
H 3.47 -2.22 -0.12
H 4.60 -3.04 -1.22
O 1.45 -2.50 -1.98
N 2.69 -4.38 -2.18
C 1.47 -5.19 -2.40
H 3.51 -4.87 -1.88
C 0.77 -4.82 -3.67
C -0.63 -4.86 -3.74
H -1.20 -5.15 -2.85
C -1.28 -4.54 -4.94
H -2.37 -4.58 -4.99
C -0.54 -4.17 -6.07
H -1.05 -3.93 -7.00
C 0.86 -4.13 -5.99
H 1.46 -3.85 -6.86
C 1.51 -4.45 -4.79
H 2.60 -4.42 -4.72
H 0.80 -5.06 -1.54
H 1.78 -6.25 -2.42
C 0.88 4.82 1.69
C 0.33 3.75 2.63
C 1.47 2.97 3.29
C -0.58 4.37 3.68
O -0.47 2.85 1.80
Si -1.10 1.38 2.21
O -0.14 0.20 1.67
O -1.27 1.30 3.84
C -1.71 0.16 4.65
C -1.29 -1.18 4.04
C -1.06 0.34 6.02
C -3.23 0.22 4.75
O -2.56 1.27 1.47
C -3.60 2.27 1.20
C -4.70 1.52 0.45
C -4.14 2.83 2.51
C -3.06 3.41 0.35
H 1.43 5.57 2.27
H 0.07 5.33 1.16
H 1.57 4.39 0.96
H 2.09 3.68 3.87
H 1.08 2.21 3.97
H 2.11 2.49 2.53
H -1.43 4.87 3.21
H -0.95 3.59 4.37
H -0.01 5.11 4.27
H -0.20 -1.24 3.93
H -1.61 -1.99 4.71
H -1.77 -1.35 3.07
H -1.28 1.34 6.42
H -1.44 -0.40 6.73
H 0.03 0.22 5.94
H -3.55 1.21 5.12
H -3.68 0.04 3.77
H -3.60 -0.54 5.45
H -5.10 0.69 1.05
H -5.53 2.20 0.22
H -4.32 1.11 -0.50
H -3.34 3.33 3.08
H -4.91 3.58 2.29
H -4.59 2.04 3.12
H -2.20 3.88 0.83
H -2.76 3.05 -0.65
H -3.85 4.16 0.21
```

---

Entry from OMol25: a cluster of 11 separate species, C34H52Br21Cl2N2O3P in total at a distorted geometry (ωB97M-V with the def2-TZVPD basis set).

Summary:
HOMO ... -9.2 eV
Lowest unoccupied orbital energy ... -0.04 eV
HOMO-LUMO gap ... 9.181 eV

```
115
C34H52Br21Cl2N2O3P, DFT ωB97M-V with the def2-TZVPD basis set
C 7.30 -1.66 -1.16
C 6.87 -0.53 -2.09
C 7.51 0.86 -1.75
Br 8.67 0.84 -0.20
C 6.50 2.00 -1.73
Cl 7.45 3.54 -1.96
C 5.63 1.95 -2.92
N 4.97 1.95 -3.86
C 5.64 2.18 -0.42
C 5.34 0.94 0.30
N 5.16 -0.01 0.92
O 4.39 2.71 -0.92
C 3.30 2.57 -0.07
O 3.22 3.15 0.96
C 2.21 1.68 -0.56
C 1.58 0.90 0.41
C 0.52 0.06 0.07
C 0.12 0.06 -1.26
C 0.74 0.82 -2.23
C 1.80 1.65 -1.88
P 6.51 3.46 0.80
O 5.92 2.83 2.19
Cl 5.48 5.22 0.52
H 6.90 -1.54 -0.16
H 6.84 -2.57 -1.55
H 8.37 -1.84 -1.18
H 5.79 -0.40 -1.98
H 7.08 -0.78 -3.12
H 8.17 1.07 -2.59
H 1.92 0.94 1.44
H 0.05 -0.56 0.80
H -0.72 -0.57 -1.54
H 0.39 0.80 -3.25
H 2.29 2.28 -2.62
H 5.59 3.53 2.77
Br -1.25 3.54 -0.64
C -2.84 4.22 -1.53
C -3.44 3.15 -2.40
Br -2.43 2.90 -4.05
H -2.55 5.11 -2.08
H -3.52 4.50 -0.74
H -4.44 3.43 -2.72
H -3.46 2.19 -1.90
Br -0.68 1.31 2.34
C -2.03 1.15 3.73
C -1.88 -0.14 4.49
Br -2.53 -1.65 3.46
H -2.99 1.24 3.25
H -1.87 2.01 4.39
H -2.48 -0.12 5.40
H -0.84 -0.35 4.75
Br -3.87 -0.09 -0.64
C -5.70 0.32 -0.12
C -6.69 -0.62 -0.76
Br -6.98 -0.18 -2.63
H -5.88 1.36 -0.38
H -5.72 0.21 0.96
H -7.66 -0.52 -0.28
H -6.37 -1.65 -0.72
Br -9.51 0.70 1.91
C -10.13 1.87 0.48
C -11.33 1.31 -0.22
Br -10.84 -0.14 -1.42
H -9.28 2.02 -0.19
H -10.37 2.81 0.96
H -11.79 2.06 -0.86
H -12.08 0.91 0.46
Br 13.52 -1.37 0.58
C 12.86 0.43 0.24
C 12.86 1.27 1.49
Br 11.40 0.81 2.68
H 11.86 0.32 -0.19
H 13.53 0.85 -0.50
H 12.71 2.32 1.23
H 13.78 1.17 2.06
Br 4.62 -2.02 -4.28
C 3.82 -0.81 -5.57
C 2.41 -1.22 -5.92
Br 2.37 -2.75 -7.11
H 4.48 -0.80 -6.44
H 3.83 0.16 -5.10
H 1.91 -0.42 -6.46
H 1.83 -1.49 -5.04
Br 8.69 -2.75 5.44
C 7.90 -1.61 4.07
C 6.51 -2.05 3.70
Br 6.50 -3.62 2.54
H 8.58 -1.60 3.23
H 7.86 -0.61 4.52
H 6.01 -1.27 3.12
H 5.90 -2.30 4.56
Br -13.74 0.40 3.84
C -13.58 -1.51 3.54
C -12.91 -1.81 2.23
Br -14.13 -1.54 0.73
H -14.58 -1.93 3.62
H -12.97 -1.88 4.37
H -12.62 -2.85 2.17
H -12.04 -1.18 2.05
Br 7.39 -4.33 -9.56
C 6.94 -4.84 -7.73
C 6.27 -3.72 -6.99
Br 7.53 -2.35 -6.44
H 7.87 -5.16 -7.26
H 6.27 -5.69 -7.83
H 5.82 -4.09 -6.07
H 5.50 -3.23 -7.58
Br -16.70 -2.25 6.49
C -15.54 -2.03 8.03
C -14.16 -1.62 7.63
Br -13.15 -3.12 6.91
H -15.56 -2.97 8.58
H -16.01 -1.25 8.64
H -13.59 -1.28 8.50
H -14.15 -0.84 6.87
```

---

Entry from OMol25: a cluster of 10 separate species, C34H52ClN8O12S2 in total at a distorted geometry (ωB97M-V with the def2-TZVPD basis set).

Summary:
HOMO ... -10.8 eV
Lowest unoccupied orbital energy ... -5.22 eV
HOMO-LUMO gap ... 5.542 eV
Net charge ... +1

```
109
C34H52ClN8O12S2, DFT ωB97M-V with the def2-TZVPD basis set
C 5.60 -2.76 6.09
N 4.49 -2.88 5.17
C 3.60 -3.92 5.34
C 2.43 -3.91 4.53
C 2.27 -2.97 3.45
C 3.28 -2.03 3.28
C 4.41 -2.02 4.17
C 1.05 -2.90 2.56
C 0.61 -4.01 1.78
C -0.51 -3.78 1.01
N -1.21 -2.65 0.95
C -0.83 -1.60 1.70
C 0.35 -1.63 2.46
C -2.44 -2.73 0.26
H 6.19 -1.94 5.69
H 6.27 -3.61 5.94
H 5.15 -2.60 7.08
H 3.87 -4.71 6.02
H 1.70 -4.70 4.54
H 3.27 -1.23 2.56
H 5.17 -1.28 3.97
H 1.17 -4.94 1.84
H -0.87 -4.63 0.46
H -1.51 -0.76 1.60
H 0.84 -0.82 2.98
H -2.25 -3.37 -0.61
H -2.86 -1.77 -0.04
H -3.16 -3.16 0.95
Cl -0.67 0.68 -0.69
O 1.78 5.57 -0.52
C 1.17 4.49 -0.31
N 0.58 3.81 -1.27
C 1.10 3.88 1.09
H 0.14 2.92 -1.06
H 0.83 3.98 -2.23
H 0.44 4.46 1.73
H 2.10 4.02 1.50
H 0.90 2.81 1.17
O -5.97 1.70 3.94
C -5.44 1.18 2.94
N -6.12 0.65 1.89
C -3.96 1.04 2.83
H -5.75 0.42 0.98
H -7.13 0.59 1.95
H -3.61 0.46 3.69
H -3.37 1.94 3.00
H -3.57 0.46 2.00
O 4.64 -0.68 0.21
C 3.43 -0.51 -0.01
N 2.94 0.71 0.13
C 2.61 -1.57 -0.71
H 3.49 1.45 0.54
H 1.93 0.78 0.08
H 3.17 -2.47 -0.45
H 2.46 -1.18 -1.72
H 1.72 -1.76 -0.12
O -4.82 2.00 -0.96
C -4.30 2.79 -1.71
N -3.00 2.72 -1.96
C -5.08 3.89 -2.35
H -2.45 2.01 -1.51
H -2.56 3.31 -2.65
H -4.82 4.90 -2.05
H -6.16 3.78 -2.22
H -4.83 3.90 -3.41
N -4.45 -0.93 -5.30
C -4.71 -2.19 -5.77
C -4.69 -3.36 -4.93
C -4.63 -3.08 -3.60
C -4.33 -1.80 -3.12
C -4.18 -0.70 -4.03
H -4.97 -2.37 -6.80
H -4.95 -4.28 -5.42
H -4.68 -3.88 -2.87
H -4.34 -1.57 -2.06
H -3.97 0.28 -3.61
N 3.37 4.37 -4.02
C 3.13 3.21 -3.35
C 2.10 2.25 -3.75
C 1.21 2.60 -4.76
C 1.37 3.89 -5.31
C 2.38 4.75 -4.86
H 3.73 3.07 -2.47
H 2.00 1.37 -3.15
H 0.61 1.88 -5.30
H 0.60 4.25 -5.98
H 2.32 5.70 -5.38
C 0.45 -1.83 -3.40
C -0.76 -2.05 -4.41
O -0.36 -3.34 -4.93
S 0.30 -4.34 -3.77
O 1.31 -5.36 -4.02
O -0.82 -4.66 -2.80
O 1.19 -3.02 -3.35
H 0.10 -1.55 -2.41
H 0.98 -1.00 -3.86
H -0.94 -1.46 -5.31
H -1.72 -2.10 -3.89
C 1.58 2.31 4.38
C 2.17 3.34 5.29
O 3.56 3.39 5.02
S 4.16 2.02 4.22
O 4.87 1.10 5.11
O 4.75 2.20 2.90
O 2.67 1.47 4.02
H 1.07 2.63 3.47
H 0.84 1.55 4.67
H 1.93 3.06 6.31
H 1.80 4.34 5.07
```